DFT (ωB97M-V/def2-TZVPD) results for 9 unconnected molecules or ions with the total composition C42H91F8N10O16S8.

Its energy above the lowest of the compared OMol25 structures with the same formula, charge and spin is 0.0 kJ/mol. The gap between HOMO and LUMO (spin up / spin down) is 1.920 / 6.782 eV. The value obtained for the calculated total energy is -7390.203745 Eh. Its spin multiplicity is 2. Its total charge is 0.

Element x y z (Å)
C -9.8608 44.8023 -11.8788
C -10.5687 43.6299 -11.1327
C -9.6960 42.3749 -10.9625
C -8.9609 41.8349 -12.2990
N -8.2760 40.5150 -12.0652
C -9.2714 39.3318 -11.9861
C -8.7795 38.4922 -13.1600
C -7.2904 38.7776 -13.4654
C -7.2876 40.2828 -13.2300
C -7.2907 40.5112 -10.8587
H -10.2262 45.8020 -11.6440
H -10.1826 44.6247 -12.9049
H -8.7884 44.8507 -11.6897
H -11.4923 43.4060 -11.6666
H -10.9670 43.9812 -10.1809
H -10.3486 41.5380 -10.7139
H -8.9838 42.4994 -10.1468
H -8.2306 42.6148 -12.5148
H -9.6532 41.7245 -13.1337
H -9.1619 38.8439 -11.0176
H -10.2917 39.7063 -12.0690
H -8.8305 37.4090 -13.0502
H -9.3678 38.8977 -13.9832
H -6.6096 38.1935 -12.8462
H -7.0661 38.5845 -14.5145
H -6.2981 40.6528 -12.9616
H -7.6899 40.7331 -14.1374
H -6.4314 41.1739 -10.9615
H -6.7945 39.5565 -10.6841
H -7.7851 40.7892 -9.9279
C -16.6222 39.6527 -4.8070
C -15.5454 38.7251 -4.1740
C -14.6547 37.9306 -5.2485
C -15.5684 37.1580 -6.1887
N -14.7940 36.0869 -6.9953
C -13.8353 36.8782 -7.9609
C -14.0157 36.2748 -9.3493
C -15.1391 35.1368 -9.3302
C -15.8541 35.3517 -7.9579
C -14.1097 35.0875 -6.1249
H -16.9832 40.3737 -4.0736
H -17.4295 39.0800 -5.2636
H -16.1763 40.1647 -5.6596
H -16.0965 37.8918 -3.7379
H -15.0214 39.1776 -3.3322
H -13.9853 37.3883 -4.5808
H -13.9919 38.6269 -5.7623
H -15.9271 37.9143 -6.8868
H -16.4370 36.7409 -5.6791
H -12.7913 36.8319 -7.6512
H -14.0552 37.9415 -8.0572
H -13.0640 35.8551 -9.6752
H -14.2111 37.0456 -10.0948
H -14.7734 34.1171 -9.4514
H -15.7499 35.2358 -10.2276
H -16.2133 34.3878 -7.5975
H -16.6922 36.0310 -8.1138
H -14.8039 34.6332 -5.4180
H -13.3713 35.6447 -5.5484
H -13.5697 34.3870 -6.7619
C -2.7078 39.9121 -8.3136
C -2.8991 38.3518 -8.2927
C -4.2673 37.7720 -7.8224
C -4.5637 38.1224 -6.3508
N -6.0633 38.1121 -5.8946
C -6.1486 38.2024 -4.3426
C -7.4311 37.4053 -4.0403
C -7.3994 36.2771 -5.0816
C -6.4407 36.7010 -6.2317
C -6.9188 39.2155 -6.5251
H -2.5997 40.3208 -7.3089
H -3.6138 40.4402 -8.6109
H -1.8608 40.1592 -8.9536
H -2.1745 37.9126 -7.6070
H -2.7757 37.9088 -9.2810
H -4.2854 36.6938 -7.9811
H -5.1310 38.1412 -8.3753
H -4.2610 39.1191 -6.0299
H -4.0575 37.4626 -5.6461
H -6.2269 39.2710 -4.1425
H -5.3141 37.7999 -3.7685
H -8.4256 37.8511 -4.0602
H -7.4245 36.9137 -3.0675
H -8.3714 36.0201 -5.5027
H -6.9942 35.3052 -4.8000
H -6.9475 36.6166 -7.1930
H -5.5873 36.0242 -6.1888
H -6.8410 39.2103 -7.6123
H -6.6183 40.2047 -6.1795
H -7.9454 38.9490 -6.2738
C -4.6016 31.1218 -10.7920
C -5.0169 29.7511 -11.3814
C -6.4722 29.4865 -11.2657
C -7.3376 30.5272 -11.8919
N -8.8820 30.5099 -11.5655
C -9.4548 31.5970 -12.5070
C -10.4554 32.3810 -11.6303
C -10.3726 32.0235 -10.1355
C -9.2254 31.0128 -10.1740
C -9.4724 29.1534 -11.7933
H -3.6716 31.4934 -11.2221
H -4.5837 31.1329 -9.7022
H -5.3395 31.8988 -10.9920
H -4.6436 28.8279 -10.9382
H -4.7189 29.8276 -12.4271
H -6.6877 29.3666 -10.2040
H -6.8115 28.5249 -11.6507
H -7.1469 30.4212 -12.9598
H -7.1104 31.5238 -11.5134
H -9.7990 31.2464 -13.4800
H -8.6522 32.2936 -12.7490
H -11.4931 32.3225 -11.9588
H -10.2264 33.4375 -11.7701
H -11.3233 31.7250 -9.6937
H -10.0791 32.8198 -9.4516
H -9.4115 30.1723 -9.5053
H -8.4143 31.6507 -9.8230
H -10.5343 29.1338 -11.5484
H -8.7933 28.6342 -11.1170
H -9.2932 28.8577 -12.8269
C 1.0690 33.3474 -6.4789
C 1.5180 33.9563 -7.7494
N 0.4699 34.7174 -8.5025
C 0.4976 36.0408 -8.9187
C -0.5393 36.2599 -9.7252
N -1.2455 35.0364 -9.8264
C -0.5711 34.1086 -9.0701
C -2.5457 34.9845 -10.5589
H 1.8368 32.9283 -5.8286
H 0.3681 32.5250 -6.6215
H 0.5539 34.0849 -5.8634
H 1.8157 33.1402 -8.4077
H 2.3978 34.5939 -7.6632
H 1.3848 36.5972 -8.6549
H -0.9119 37.1100 -10.2773
H -0.7078 33.0644 -8.8307
H -3.4263 35.3999 -10.0690
H -2.8764 33.9479 -10.6233
H -2.3806 35.4006 -11.5528
N -4.6576 34.0016 -15.1110
S -5.4843 32.6331 -15.6100
O -6.7451 32.9062 -16.3068
O -5.2193 31.3103 -14.9761
F -4.5196 32.2730 -16.8887
S -5.6006 34.3602 -14.0267
O -5.9414 33.4052 -12.9623
O -6.6256 35.3975 -14.4097
F -4.4760 35.2625 -13.2312
N -2.1385 38.5335 -11.6736
S -1.1756 39.4175 -12.6890
O -1.4349 40.8606 -12.7695
O -0.5889 38.7426 -13.8817
F 0.0765 39.5004 -11.6864
S -3.4493 39.0704 -12.1080
O -3.8029 39.3267 -13.5060
O -4.0664 39.9954 -11.2007
F -4.3811 37.7437 -11.8166
N -7.7605 36.6736 -9.6679
S -9.2250 36.1992 -8.9191
O -9.1579 35.1107 -7.9642
O -10.4185 36.1874 -9.6996
F -9.3396 37.4731 -7.9477
S -7.3383 35.3063 -10.0558
O -8.2819 34.3885 -10.6802
O -6.1904 34.6916 -9.3168
F -6.5774 35.8548 -11.3249
N -11.6918 40.7335 -6.3987
S -11.1468 39.6351 -5.6334
O -9.8143 39.9045 -5.1223
O -11.4779 38.2442 -5.9414
F -12.0255 39.8928 -4.3089
S -10.9904 40.2503 -7.8447
O -11.4982 39.0822 -8.5145
O -9.5680 40.5367 -7.9511
F -11.6503 41.4460 -8.7508

Atomic forces in eV per Å
C -0.907 -0.545 0.128
C 0.256 0.758 -0.028
C -0.335 -1.201 -1.519
C -0.337 1.532 2.521
N 1.982 0.700 0.787
C 1.607 -0.015 0.109
C 0.130 -0.658 -0.565
C -0.941 0.717 0.449
C 0.055 -1.035 -0.326
C -0.492 0.359 0.828
H -0.319 -0.165 0.325
H 1.017 0.336 -0.409
H 0.041 -0.293 -0.412
H 0.094 -0.278 -0.304
H 0.452 -0.279 0.379
H -0.056 0.140 0.509
H 0.079 0.054 -0.221
H 0.314 -0.461 -0.474
H 0.043 -0.119 0.074
H 0.117 0.153 0.006
H 0.184 0.019 -0.165
H -0.827 0.091 0.036
H -0.023 -0.702 -0.508
H -0.004 0.174 0.042
H 0.042 -0.217 0.166
H -0.270 0.327 -0.111
H 0.002 0.393 0.244
H -0.404 0.367 -0.674
H -0.550 -0.427 -0.640
H -0.430 -0.166 -0.232
C 1.175 -0.329 -0.177
C -1.053 -1.228 -1.355
C -0.250 1.628 2.084
C 1.154 0.220 0.251
N -2.070 0.784 -1.371
C -0.058 -0.775 -0.559
C 0.115 -1.486 -0.632
C 0.917 1.248 0.584
C 1.083 0.480 -1.225
C 0.696 0.921 -0.047
H -0.200 -0.081 -0.247
H -0.258 -0.037 0.404
H 0.095 0.509 0.140
H -0.173 -0.015 0.524
H 0.478 0.134 -0.579
H -0.059 -0.657 -0.433
H -0.188 -0.073 -0.314
H -0.158 -0.465 -0.372
H 0.220 -0.479 0.001
H -0.211 -0.258 0.502
H -0.493 -0.161 0.863
H -0.007 -0.151 0.039
H -0.387 -0.013 0.191
H 0.542 0.124 0.478
H -0.554 0.372 0.441
H 0.232 0.346 0.740
H 0.135 0.081 0.400
H -0.126 -0.103 -0.395
H 0.066 -0.152 -0.054
H -0.283 -0.146 0.095
C -0.950 -1.045 0.482
C -0.967 0.369 0.392
C -0.466 0.992 0.748
C -0.198 1.103 0.818
N 2.624 -0.725 -0.264
C -1.860 0.807 -0.754
C -0.036 -1.528 0.233
C 0.062 -0.791 -1.433
C -2.177 -0.315 0.898
C 0.024 -1.243 -0.003
H 0.714 -0.238 0.226
H 0.038 -0.218 -0.822
H -0.178 0.197 0.125
H 0.387 -0.066 -0.281
H 0.347 0.281 0.059
H 0.134 -0.050 0.149
H 0.214 0.253 -0.571
H 0.364 0.254 -0.595
H -0.099 -0.242 -0.118
H 0.022 -0.091 0.215
H 0.274 -0.212 -0.809
H 0.481 0.929 -0.404
H 0.475 0.323 0.250
H -0.165 0.358 0.135
H -0.100 0.149 0.892
H 0.463 0.293 -0.046
H 0.171 0.602 -0.318
H 0.235 -0.371 0.092
H -0.013 -0.301 0.350
H 0.014 0.502 0.121
C -0.381 -0.292 0.568
C 0.550 0.774 -0.706
C -2.229 -0.621 1.151
C -0.598 0.694 0.803
N -0.257 1.097 -1.762
C -0.070 0.781 1.294
C -1.134 1.483 -0.581
C 0.228 -0.386 -0.893
C 0.510 0.055 1.194
C 1.196 0.764 0.305
H 0.051 -0.220 0.242
H 0.477 -0.261 0.141
H 0.081 -0.072 -0.468
H 1.126 0.460 0.082
H -0.025 -0.498 -0.180
H -0.174 0.345 0.459
H 0.636 -0.306 -0.436
H -0.709 0.599 -0.234
H 0.333 -0.039 -0.569
H -0.232 -0.609 0.412
H 0.284 -0.236 0.195
H 0.007 -0.473 -0.219
H 0.135 0.003 0.117
H -0.042 -0.803 -0.462
H 0.306 0.376 -0.573
H 0.460 -0.101 -0.138
H 0.601 -0.707 -0.135
H 0.222 -0.048 0.164
H -0.924 -1.137 -0.087
H -0.036 0.008 0.109
C -1.042 -0.094 1.623
C -0.295 0.866 -2.200
N 2.895 0.653 2.194
C 1.593 -0.105 0.625
C -1.045 -0.900 -0.455
N -1.596 1.781 -1.212
C -1.530 -2.622 0.091
C 1.066 -1.128 0.593
H 0.483 0.129 -0.392
H -0.132 0.063 -0.263
H -0.117 0.105 0.057
H 0.190 -0.179 -0.379
H -0.168 0.190 0.242
H -0.361 0.445 -0.106
H 0.376 -0.015 0.154
H -0.775 0.180 -0.635
H 0.303 0.830 0.346
H 0.473 -0.214 -0.411
H -0.313 -0.014 0.113
N 0.321 -4.830 -3.588
S 2.100 -4.314 -4.856
O 1.507 -0.326 2.198
O -1.549 3.276 0.454
F -0.334 1.334 0.443
S -3.396 7.597 6.881
O -0.202 0.505 -2.040
O 2.193 -3.129 1.100
F -0.992 -0.376 -0.397
N 4.425 0.156 -1.491
S 5.342 1.515 -2.111
O -0.771 -2.552 -0.103
O -2.350 1.238 3.297
F -0.265 -0.857 0.041
S -9.367 0.224 -1.664
O 1.523 -0.476 1.446
O 0.205 0.476 0.554
F 0.851 0.507 0.099
N -5.715 2.561 3.894
S -0.845 1.195 2.389
O 0.809 0.615 -0.646
O 0.421 0.761 -0.621
F 0.241 -0.426 -0.793
S 7.905 -6.679 -4.334
O -0.062 0.632 1.432
O -3.301 1.346 -0.649
F 0.441 -0.186 -0.484
N -1.430 2.830 -6.971
S 2.859 -6.016 9.434
O -0.562 -0.922 -0.642
O 0.390 1.522 -0.016
F -0.213 -0.157 -0.116
S 0.159 3.076 -4.158
O -0.011 0.810 0.898
O -1.764 -0.549 0.533
F 0.312 -0.755 1.048

Here are the Löwdin charges for atoms 1 to 4, given in e: -0.10, -0.24, -0.17, -0.09

DFT (ωB97M-V/def2-TZVPD) results for a molecular structure, C2H6NO3.

Its energy above the lowest of the compared OMol25 structures with the same formula, charge and spin is 462.0 kJ/mol. The gap between HOMO and LUMO is 8.084 eV. The value obtained for the calculated total energy is -360.195249 Eh. Its total charge is -1.

Element x y z (Å)
O -1.5606 -0.6288 -0.9685
C -0.6440 -0.2944 -0.2248
N 0.3517 0.5331 -0.2802
C 1.4350 1.7176 0.6975
O 2.0307 2.7642 0.3446
H -0.2929 -1.0634 0.5440
H 1.2365 0.3370 -0.8455
H 2.0644 0.8578 0.9170
H 0.6040 1.7952 1.4552
H -0.7213 -2.8432 0.1059
H -1.9373 -2.3297 0.1173
O -1.4903 -3.2635 0.2277

Atomic forces in eV per Å
O -0.529 0.792 0.130
C 1.627 -3.377 0.286
N 3.132 2.732 -3.444
C 0.384 0.940 3.615
O -1.079 -0.669 -1.220
H -1.587 -0.004 0.858
H -2.645 0.010 0.312
H 0.334 -0.345 0.086
H 0.510 0.207 -0.436
H 5.638 1.418 -0.703
H -0.128 -2.437 0.032
O -5.657 0.730 0.486

Here are the Löwdin charges for atoms 1 to 4, given in e: -0.03, -0.55, -0.05, -0.43

DFT (ωB97M-V/def2-TZVPD) results for C15H25N5OS in the gas phase.

Its energy above the lowest of the compared OMol25 structures with the same formula, charge and spin is 7.5 kJ/mol. The gap between HOMO and LUMO is 8.772 eV. The value obtained for the calculated total energy is -1333.770974 Eh. Its SMILES is CC(C)c1nnc(SCC(=O)NCCC2=CCCCC2)n1N. Its total charge is 0.

Element x y z (Å)
C -4.9195 -2.1679 -0.8525
C -4.9079 -0.8375 -0.1040
C -5.2909 -1.0339 1.3666
C -3.5579 -0.2211 -0.1797
N -2.4071 -0.8217 -0.1218
N -1.4307 0.1025 -0.1948
C -1.9976 1.2769 -0.2862
S -1.2388 2.8334 -0.4225
C 0.4735 2.3396 -0.7783
C 1.3024 2.0394 0.4739
O 2.2236 2.7583 0.8001
N 0.9007 0.9451 1.1326
C 1.6493 0.3810 2.2288
C 2.2884 -0.9569 1.8260
C 3.1670 -0.7712 0.6156
C 4.3797 -0.2456 0.7157
C 5.2793 0.0391 -0.4460
C 4.7966 -0.6478 -1.7200
C 3.2903 -0.4613 -1.8609
C 2.5808 -1.1697 -0.7112
N -3.3573 1.1340 -0.2842
N -4.3372 2.1094 -0.4006
H -5.8987 -2.6329 -0.7735
H -4.6876 -2.0168 -1.9036
H -4.1721 -2.8327 -0.4292
H -5.6133 -0.1376 -0.5654
H -6.2837 -1.4707 1.4358
H -4.5797 -1.7003 1.8484
H -5.2942 -0.0839 1.8968
H 0.9136 3.1909 -1.2972
H 0.4238 1.4719 -1.4354
H 0.1478 0.3809 0.7355
H 2.4249 1.1037 2.4910
H 0.9824 0.2363 3.0855
H 2.8718 -1.3236 2.6721
H 1.4995 -1.6795 1.6082
H 4.7654 0.0401 1.6855
H 5.3041 1.1241 -0.5961
H 6.2994 -0.2750 -0.2090
H 5.0213 -1.7155 -1.6683
H 5.3169 -0.2357 -2.5870
H 3.0593 0.6061 -1.8267
H 2.9425 -0.8564 -2.8179
H 2.6837 -2.2543 -0.8300
H 1.5109 -0.9487 -0.7299
H -4.0390 2.8081 -1.0787
H -4.4857 2.5774 0.4926

Atomic forces in eV per Å
C -0.018 0.204 0.023
C -0.103 -0.195 0.086
C -0.062 0.089 -0.199
C -0.190 0.217 -0.198
N -0.874 -0.964 0.021
N 0.430 0.932 -0.148
C 0.043 0.065 -0.009
S 0.016 0.254 0.013
C -0.110 0.022 0.052
C -0.367 0.012 -0.283
O 0.351 0.325 0.000
N -0.077 -0.366 0.153
C 0.105 -0.114 0.218
C 0.092 0.348 0.100
C -0.104 -0.235 0.108
C 0.094 0.023 -0.038
C 0.031 -0.080 -0.138
C -0.025 0.276 -0.001
C 0.022 -0.333 -0.032
C 0.113 0.191 -0.200
N 0.599 -0.228 0.134
N -0.171 0.369 0.038
H -0.092 -0.065 0.007
H 0.030 -0.055 -0.108
H 0.056 -0.113 0.007
H 0.079 -0.085 0.037
H -0.115 -0.042 0.061
H 0.065 -0.058 0.070
H -0.011 0.067 0.123
H 0.008 -0.109 0.069
H 0.076 0.008 -0.061
H 0.140 0.193 -0.053
H -0.098 -0.113 0.059
H 0.097 0.056 0.006
H -0.048 -0.080 0.033
H -0.005 -0.100 0.051
H -0.052 0.028 0.225
H 0.105 0.018 -0.024
H 0.009 0.072 -0.007
H 0.029 -0.058 -0.039
H 0.039 -0.068 -0.005
H -0.044 0.084 -0.043
H -0.033 0.068 -0.016
H -0.107 -0.038 -0.016
H -0.035 -0.060 0.034
H -0.047 -0.217 0.028
H 0.159 -0.147 -0.135

Here are the Löwdin charges for atoms 1 to 4, given in e: -0.07, -0.36, -0.06, -0.29

Among the records above, which one has the highest energy above the lowest of the compared OMol25 structures with the same formula, charge and spin? C2H6NO3